(1)
A 2-piece molecular cluster, C9H14O overall, computed with ωB97M-V/def2-TZVPD.

The geometry in XYZ format:
```
24
C9H14O | the Open Molecules 2025 dataset | ωB97M-V/def2-TZVPD
C -1.88 0.10 -2.02
H 0.41 3.85 0.11
H -3.55 -0.88 -2.39
H 0.84 2.47 1.05
C 2.04 -2.67 1.66
C 0.69 2.82 0.02
H 2.77 -1.86 1.64
H 1.65 2.65 -0.57
H -2.84 1.86 -2.84
C -2.09 1.47 -2.15
H 0.12 -2.39 2.87
C -1.28 2.37 -1.49
C 1.23 -2.37 2.95
C -0.78 -0.42 -1.34
H 2.55 -3.61 1.65
C -0.02 0.51 -0.64
H -0.41 -1.42 -1.43
H 1.47 -3.11 3.68
H -1.60 3.39 -1.53
C -0.24 1.87 -0.69
H 0.77 0.14 0.05
H 1.33 -2.58 0.83
O -2.65 -0.82 -2.70
H 1.45 -1.38 3.29
```

The HOMO energy is -8.6 eV. Its spin multiplicity is 1. Its lowest unoccupied orbital energy is 0.91 eV. As for the charge: 0. As for the SMILES: Cc1ccc(O)cc1.CC. The value obtained for the gap between HOMO and LUMO is 9.4915 eV.

(2)
C16H23NO2 in the gas phase, computed with ωB97M-V/def2-TZVPD.

The geometry in XYZ format:
```
42
C16H23NO2 | the Open Molecules 2025 dataset | ωB97M-V/def2-TZVPD
C 1.54 3.49 -0.51
H -1.12 -5.54 1.94
C -1.10 3.40 1.35
H -0.35 -6.07 0.42
H -1.46 4.41 1.13
C 0.16 -2.26 -0.55
H -0.16 3.61 1.93
H -0.50 4.12 -1.44
C -0.35 -1.28 0.33
O 1.12 -4.49 -0.81
H -0.49 1.51 -2.35
H -0.23 -1.51 1.38
C -2.36 2.54 -0.50
N 0.03 -1.95 -3.09
H -1.76 2.89 2.09
H 1.09 -5.19 2.98
C -0.87 2.65 0.05
H 1.24 0.27 -1.18
H 1.67 3.87 0.50
C 0.84 -3.62 0.03
C 0.94 1.28 -0.82
H -2.42 1.73 -1.29
H 2.29 1.85 0.72
C -0.21 1.23 0.17
H 1.92 -5.57 1.43
H -1.99 0.05 0.30
C 0.27 2.06 -1.92
H 2.97 2.07 -0.90
C 2.04 2.09 -0.34
H -1.17 -0.07 -1.22
C -0.99 -0.02 -0.16
C 0.04 3.29 -1.02
H -0.07 -7.02 2.04
C -0.18 -5.97 1.53
H -2.68 3.45 -0.97
C 0.06 -2.07 -1.97
H -3.00 2.34 0.34
H 2.07 3.99 -1.31
H 0.99 2.19 -2.74
O 0.95 -3.75 1.39
H 0.20 1.13 1.15
C 1.04 -5.13 1.86
```

The HOMO energy is -9.9 eV. Its spin multiplicity is 1. Its lowest unoccupied orbital energy is -0.05 eV. As for the charge: 0. As for the SMILES: CCOC(=O)/C(C#N)=C/C[C@H]1[C@@H]2CC[C@@H](C2)C1(C)C. The value obtained for the gap between HOMO and LUMO is 9.8610 eV.

(3)
A 2-piece molecular cluster, C5H8O overall, computed with ωB97M-V/def2-TZVPD.

The geometry in XYZ format:
```
14
C5H8O | the Open Molecules 2025 dataset | ωB97M-V/def2-TZVPD
H 1.79 -0.12 1.28
H 1.22 1.36 -1.05
H 0.25 -1.12 1.76
H -0.03 0.70 -1.95
C -1.30 -0.82 -0.17
C -0.46 1.29 1.71
H -1.81 0.02 -0.79
C 0.81 -0.61 1.02
O 0.05 2.21 1.26
H 1.40 -0.25 -1.87
C 0.15 -0.30 -0.07
H -1.66 -1.05 0.84
H -1.15 -1.71 -0.76
C 0.75 0.41 -1.21
```

The HOMO energy is -9.1 eV. Its spin multiplicity is 1. Its lowest unoccupied orbital energy is 1.04 eV. As for the charge: 0. The value obtained for the gap between HOMO and LUMO is 10.1345 eV.

(4)
C42H52ClN6O5S3Tl as an isolated structure, computed with ωB97M-V/def2-TZVPD.

The geometry in XYZ format:
```
110
C42H52ClN6O5S3Tl | the Open Molecules 2025 dataset | ωB97M-V/def2-TZVPD
Tl 0.85 1.96 1.33
C 2.44 -4.00 -0.86
H 2.57 -6.21 -2.56
H -2.10 7.30 -0.52
H -2.21 1.12 -4.36
H -5.73 4.25 0.20
H 2.78 1.87 -1.62
H 4.52 -1.39 -1.95
H 1.21 5.20 4.46
N -0.06 4.06 3.16
H -0.82 -4.97 -1.49
C 0.90 -1.91 2.77
C 0.24 -2.59 -2.96
C -1.27 -0.68 3.94
C 3.42 -2.82 -4.00
H -7.77 3.12 2.23
C 6.37 -4.72 -2.53
H -2.33 -2.50 3.57
H 1.04 2.50 5.78
S -3.52 0.44 -1.87
C 0.42 1.99 -2.38
C -0.75 7.12 1.14
C -5.91 2.48 1.39
C 5.02 -2.33 -2.11
H 0.48 6.66 2.82
H -4.59 -0.55 0.53
H -6.41 4.19 2.59
H 2.43 -2.91 -0.87
C -4.45 1.25 -0.62
H -2.69 4.89 -0.50
H -0.22 -3.66 -0.46
C -2.01 5.29 0.24
N 0.70 -1.37 -2.30
C 4.59 -3.18 -3.12
H 6.91 -5.64 -2.70
C -0.22 6.26 2.10
H 2.34 -4.32 0.18
H 1.77 -2.38 2.32
H -1.98 1.98 -1.53
H -1.97 4.06 4.03
H 2.74 -4.85 -4.02
S -1.87 2.70 1.03
C 1.25 4.42 3.68
C 0.79 1.46 5.58
S 2.56 0.24 2.97
C -1.47 4.40 1.17
C -0.38 2.03 -3.64
H -0.62 4.03 5.17
N 1.04 0.19 -0.76
C 0.69 -1.02 -0.97
H 1.73 3.54 4.11
C 1.70 -6.10 -1.93
H 1.94 -6.56 -0.96
H -5.91 0.55 2.34
C -4.77 2.59 -0.74
C 1.04 -0.59 3.23
C -0.59 4.92 2.15
H -0.38 -3.61 2.52
O -4.34 0.11 -3.00
C 0.02 -4.64 -0.87
H 0.21 1.62 -4.46
H 1.79 -3.77 -5.01
H -1.81 1.79 3.51
C 5.30 -4.36 -3.33
H -1.28 0.12 -3.25
N 0.03 1.35 4.33
C 1.30 0.72 -2.11
H -1.77 1.96 5.28
H -0.71 -2.87 -2.49
O 2.63 1.17 -2.27
H -2.13 -0.22 4.42
C -0.29 -2.60 2.89
H 0.45 -5.50 -4.04
H 0.87 -6.68 -2.35
H 0.21 1.07 6.42
C -1.67 6.63 0.22
N 1.06 -0.33 -3.05
C 1.06 -3.91 -3.06
O 0.06 -4.67 -3.76
O -2.76 -0.63 -1.26
H 6.41 -2.01 -0.50
Cl 8.10 -4.30 -0.49
C 6.76 -3.87 -1.51
C -0.98 3.63 4.21
H 0.12 -5.33 -0.03
H 1.72 0.90 5.50
H 3.79 -2.77 -5.03
H 5.01 -5.03 -4.14
C -5.59 1.12 1.47
H 0.39 -1.70 -0.18
N -2.48 1.65 -2.36
H 3.05 -1.83 -3.76
C -5.49 3.20 0.27
H -0.46 8.16 1.14
C -1.39 -1.97 3.47
H -4.44 3.15 -1.61
H 3.42 -4.33 -1.20
C -6.70 3.15 2.48
C 2.27 -3.86 -4.03
H 0.02 -2.30 -3.98
C 6.10 -2.67 -1.30
C -1.61 1.14 -3.45
C -0.07 0.03 3.84
C -1.20 2.12 4.35
C 1.32 -4.63 -1.69
H -0.68 3.06 -3.85
H 1.89 4.78 2.87
C -4.86 0.50 0.47
O 0.45 2.87 -1.56
H -6.57 2.63 3.43
```

The HOMO energy (alpha / beta) is -7.1 / -7.1 eV. Its spin multiplicity is 1. Its lowest unoccupied orbital energy (alpha / beta) is -0.95 / -2.13 eV. As for the charge: 0. The value obtained for the gap between HOMO and LUMO (alpha / beta) is 6.1308 / 4.9401 eV.

(5)
C17H17BrIN3OPb as an isolated structure, computed with ωB97M-V/def2-TZVPD.

The geometry in XYZ format:
```
41
C17H17BrIN3OPb | the Open Molecules 2025 dataset | ωB97M-V/def2-TZVPD
Pb 0.03 -1.43 1.60
H -3.53 3.09 -2.47
H 0.72 -5.53 -0.69
C 0.34 2.91 -0.11
H 3.98 0.65 -1.63
H 1.91 -4.22 -0.66
C -0.90 1.62 1.92
N 1.65 0.97 -0.54
H 0.87 3.41 -0.92
H 4.91 -2.96 0.50
H 2.70 -2.80 1.57
C 4.24 -2.15 0.25
N 2.13 -1.07 0.58
Br -3.43 -1.12 1.44
O 0.21 -3.85 0.45
N 0.03 0.95 1.20
C 0.66 1.59 0.21
H -2.00 3.40 2.28
C -3.44 0.25 0.13
C -3.50 2.30 -1.73
C -4.36 1.27 0.27
H 2.02 1.57 -1.26
C 3.02 -2.06 0.85
C 2.48 -0.10 -0.27
C -1.25 2.91 1.67
C 1.20 -4.79 -0.06
C -2.56 0.25 -0.94
I -1.21 -1.33 -1.26
C 3.71 -0.14 -0.94
C 4.59 -1.17 -0.68
H -0.59 -4.35 0.64
H -0.87 4.60 0.38
H -5.05 1.27 1.10
C -2.58 1.27 -1.87
H -1.36 1.06 2.73
H -5.12 3.09 -0.56
H 5.55 -1.20 -1.18
C -0.62 3.57 0.62
C -4.39 2.30 -0.66
H 1.71 -5.28 0.76
H -1.90 1.26 -2.71
```

The HOMO energy is -14.8 eV. Its spin multiplicity is 1. Its lowest unoccupied orbital energy is -6.63 eV. As for the charge: +2. The value obtained for the gap between HOMO and LUMO is 8.1720 eV.

(6)
A 2-piece molecular cluster, C12H16N2 overall, computed with ωB97M-V/def2-TZVPD.

The geometry in XYZ format:
```
30
C12H16N2 | the Open Molecules 2025 dataset | ωB97M-V/def2-TZVPD
H -1.68 2.96 -3.73
C -0.67 1.90 -0.94
H -2.47 -1.39 1.57
N -1.27 2.44 -2.97
C -0.83 2.97 -1.78
C 1.68 -2.58 0.09
N -1.02 0.75 -1.59
C -1.40 1.10 -2.79
C -0.51 -2.00 0.94
C 0.03 1.89 0.39
C 0.32 -2.44 -0.10
H 2.13 1.70 0.83
C 1.49 2.42 0.32
H -2.45 -2.88 0.55
H -0.58 -1.51 3.03
H 1.60 3.41 0.76
C 0.05 -1.83 2.20
H -0.65 4.03 -1.73
H -0.53 2.52 1.07
H 0.01 0.88 0.81
H -1.81 0.46 -3.55
H 3.31 -2.44 1.47
H -0.12 -2.64 -1.07
C 2.24 -2.34 1.34
C -2.01 -1.90 0.73
H -2.15 -1.30 -0.17
H 1.83 -1.82 3.38
C 1.43 -1.95 2.39
H 1.79 2.56 -0.71
H 2.25 -2.95 -0.75
```

The HOMO energy is -8.5 eV. Its spin multiplicity is 1. Its lowest unoccupied orbital energy is 0.88 eV. As for the charge: 0. As for the SMILES: CCc1c[nH]cn1.Cc1ccccc1. The value obtained for the gap between HOMO and LUMO is 9.3934 eV.

In the order shown, the computed max |F| values come out to 2.12 3.91 3.22 0.64 0.18 1.13 eV Å⁻¹.
In the order shown, the computed energy relative to the best compared isomer or geometry (same formula, charge and spin) values come out to 87.3 311.8 206.4 222.8 0.0 34.3 kJ/mol.